(1)
{
  "formula": "C14H16",
  "method": "ωB97M-V/def2-TZVPD",
  "energy_ha": -543.05061,
  "smiles": "Cc1ccccc1.Cc1ccccc1",
  "orbital_gap_ha": 0.36412,
  "lumo_energy_ev": 0.934,
  "e_above_lowest_kcal_mol": 13.97,
  "symbols": ["C", "C", "C", "C", "C", "C", "C", "C", "C", "C", "C", "C", "C", "C", "H", "H", "H", "H", "H", "H", "H", "H", "H", "H", "H", "H", "H", "H", "H", "H"],
  "coordinates": [[-3.741153, 1.413767, -0.797246], [-3.184486, 2.309051, -1.728372], [2.648462, -3.288110, 2.543145], [-1.848644, 2.639468, -1.634137], [-1.230349, 3.578187, -2.624126], [-1.072686, 2.160186, -0.561471], [0.751402, -3.442801, 1.068665], [1.510347, -3.952291, 2.098340], [2.879981, -0.477595, 0.043830], [2.336166, -1.629913, 0.833150], [1.144437, -2.250831, 0.476344], [3.075203, -2.140084, 1.899386], [-2.957530, 0.817019, 0.169783], [-1.608629, 1.185939, 0.244554], [2.042780, 0.136244, -0.316584], [-1.857119, 3.887681, -3.461045], [3.111507, -3.562060, 3.486200], [-0.120260, -3.998941, 0.750208], [-4.804099, 1.222932, -0.846647], [-3.889622, 2.737010, -2.419235], [-0.121399, 2.635203, -0.385898], [-0.369579, 3.148129, -3.138378], [-1.088940, 0.775321, 1.077400], [3.551742, 0.134961, 0.643635], [3.401739, -0.727952, -0.883089], [-0.794725, 4.463621, -2.156080], [3.911975, -1.543274, 2.236835], [-3.428731, 0.328858, 1.008689], [0.528080, -1.685037, -0.217964], [1.224130, -4.874688, 2.590108]],
  "atomic_forces_ev_per_a": [[0.083, 0.187, -0.364], [-0.446, -1.113, 0.997], [-0.161, 0.458, 0.529], [0.155, 0.697, -0.233], [0.811, 0.405, -0.543], [-0.769, -0.123, -0.912], [-0.010, 0.093, -0.162], [0.466, -0.443, 0.452], [-0.733, 0.762, -0.258], [0.570, -0.474, -0.169], [-0.036, 0.577, -0.166], [-0.431, 0.194, -0.207], [0.022, 1.041, -0.242], [-0.667, 0.060, 0.735], [0.163, 0.153, 0.251], [-0.441, 0.045, 0.390], [0.171, -0.334, -0.283], [-0.154, 0.263, -0.062], [-0.080, -0.048, 0.090], [0.316, 0.260, -0.526], [0.400, -0.380, -0.003], [0.088, -0.450, 0.169], [0.750, -0.090, 0.475], [-0.041, 0.078, -0.012], [0.125, -0.507, 0.234], [-0.305, 0.136, 0.144], [0.239, -0.292, 0.134], [0.122, -0.659, -0.170], [-0.100, -0.553, -0.266], [-0.104, 0.056, -0.020]]
}



(2)
{
  "formula": "C14H16",
  "method": "ωB97M-V/def2-TZVPD",
  "energy_ha": -543.03897,
  "smiles": "Cc1ccccc1.Cc1ccccc1",
  "orbital_gap_ha": 0.35852,
  "lumo_energy_ev": 0.883,
  "e_above_lowest_kcal_mol": 21.27,
  "symbols": ["C", "C", "C", "C", "C", "C", "C", "C", "C", "C", "C", "C", "C", "C", "H", "H", "H", "H", "H", "H", "H", "H", "H", "H", "H", "H", "H", "H", "H", "H"],
  "coordinates": [[-1.533336, -1.080807, 4.138008], [-1.134503, 0.024479, 2.007748], [1.278474, 1.573259, -3.399511], [-0.856943, 0.301412, -3.705254], [0.572495, 0.376110, -3.284345], [-0.663327, -1.191374, 1.452023], [-0.432842, -2.222282, 2.335168], [2.573392, 1.796147, -2.971389], [-0.884641, -2.188275, 3.657826], [3.217070, 0.751632, -2.272931], [1.304654, -0.667278, -2.713504], [2.639993, -0.488176, -2.294681], [-1.604691, 0.050528, 3.315596], [-2.131827, 1.402129, 3.820224], [-1.195380, 1.842433, 4.159444], [0.785046, 2.397924, -3.918834], [-1.143332, 0.981474, 1.506909], [3.196989, 2.667405, -3.112893], [-1.254210, 1.292035, -3.936964], [-2.866721, 1.303993, 4.617149], [0.938837, -1.688254, -2.677883], [-0.984260, -0.278357, -4.623172], [-2.565161, 1.968613, 3.005889], [-1.549176, -0.121245, -2.971498], [-0.451961, -1.325511, 0.399775], [4.159557, 1.052910, -1.828344], [-2.107274, -1.032489, 5.057628], [0.137463, -3.068543, 1.966697], [3.164004, -1.384261, -1.992089], [-0.608395, -3.045631, 4.263215]],
  "atomic_forces_ev_per_a": [[-0.827, 0.878, -0.452], [0.019, -1.008, 0.002], [-0.321, 1.474, -1.093], [-0.656, -0.002, -0.501], [0.990, -0.036, 1.126], [-0.149, 1.372, 0.751], [0.040, -0.447, -0.103], [0.314, -1.608, 1.133], [0.969, -0.682, -0.362], [0.067, 1.517, -1.004], [0.656, -0.143, -0.563], [-0.993, -0.788, 0.357], [-0.560, 0.469, -0.154], [0.759, -1.326, -0.153], [-0.390, 0.789, 0.366], [-0.028, -0.144, 0.119], [-0.118, -0.193, -0.632], [-0.704, 0.486, -0.142], [0.181, 0.040, 0.048], [0.188, 0.029, 0.127], [-0.316, 0.132, 0.026], [0.094, -0.121, 0.048], [0.029, 0.198, -0.067], [0.372, -0.113, 0.131], [0.279, 0.305, 0.012], [0.201, -0.820, -0.054], [0.536, -0.257, 0.284], [-0.297, -0.206, 0.153], [0.125, 0.118, 0.395], [-0.460, 0.087, 0.203]]
}



(3)
{
  "formula": "C14H16",
  "method": "ωB97M-V/def2-TZVPD",
  "energy_ha": -543.05305,
  "smiles": "Cc1ccccc1.Cc1ccccc1",
  "orbital_gap_ha": 0.36275,
  "lumo_energy_ev": 0.960,
  "e_above_lowest_kcal_mol": 12.43,
  "symbols": ["C", "C", "C", "C", "C", "C", "C", "C", "C", "C", "C", "C", "C", "C", "H", "H", "H", "H", "H", "H", "H", "H", "H", "H", "H", "H", "H", "H", "H", "H"],
  "coordinates": [[-2.019902, -0.707961, -1.791626], [-2.386741, 0.510202, -0.994740], [-3.873024, 1.551552, 0.586186], [2.981765, -1.617156, 0.535067], [-1.585011, 1.635209, -0.962559], [-1.968743, 2.770993, -0.237344], [-3.486644, 0.430191, -0.142640], [1.044926, -0.513148, 1.386623], [2.459347, 0.644461, -0.140647], [-3.069115, 2.679777, 0.587586], [1.861072, -1.615325, 1.376414], [3.170921, -0.548149, -0.310553], [3.873911, -2.824264, 0.502355], [1.352235, 0.652269, 0.674398], [-2.242302, -1.631216, -1.269721], [1.718589, -2.458903, 2.036620], [0.118702, -0.453767, 1.935175], [-4.035451, -0.496591, -0.056859], [-1.423800, 3.695460, -0.401848], [4.048749, -0.470578, -0.949776], [4.746461, -2.713354, -0.151562], [3.317671, -3.637312, 0.028861], [-4.799457, 1.508513, 1.140641], [-3.340765, 3.487678, 1.246634], [0.671869, 1.470896, 0.836035], [-0.611586, 1.682768, -1.431873], [2.780206, 1.564502, -0.614642], [-2.592131, -0.766910, -2.725087], [-0.992142, -0.706085, -2.158234], [4.280390, -3.123751, 1.467117]],
  "atomic_forces_ev_per_a": [[0.043, 0.030, -0.968], [0.571, -1.081, 0.633], [0.301, -0.867, -0.033], [-0.272, -0.565, -0.015], [-0.101, 1.003, 0.062], [0.212, -0.720, -0.351], [-0.222, 0.900, -0.251], [-0.600, 0.712, -0.052], [-0.318, 0.051, -0.193], [-0.632, 0.586, 0.052], [0.633, 0.091, -0.156], [1.078, 1.417, 0.328], [0.356, -0.267, -0.886], [-0.157, -0.912, 0.453], [0.164, -0.127, 0.251], [-0.284, -0.072, 0.002], [-0.031, -0.397, 0.437], [-0.198, -0.011, -0.184], [0.114, -0.117, 0.532], [-0.111, -0.434, 0.013], [-0.136, 0.397, 0.079], [0.011, -0.268, 0.421], [0.122, 0.088, 0.347], [-0.100, 0.373, -0.118], [0.216, 0.448, -0.266], [-0.170, -0.238, -0.560], [-0.021, -0.167, -0.307], [-0.240, 0.172, 0.139], [0.149, 0.010, 0.448], [-0.379, -0.034, 0.145]]
}



(4)
{
  "formula": "C14H16",
  "method": "ωB97M-V/def2-TZVPD",
  "energy_ha": -542.95508,
  "smiles": "Cc1ccccc1.Cc1ccccc1",
  "orbital_gap_ha": 0.34245,
  "lumo_energy_ev": 0.884,
  "e_above_lowest_kcal_mol": 73.91,
  "symbols": ["C", "C", "C", "C", "C", "C", "C", "C", "C", "C", "C", "C", "C", "C", "H", "H", "H", "H", "H", "H", "H", "H", "H", "H", "H", "H", "H", "H", "H", "H"],
  "coordinates": [[1.528756, 1.295395, 2.733488], [-1.434640, 0.334512, -3.700215], [-2.632873, 2.332049, -0.808006], [-0.957886, -0.783032, -2.993045], [-1.851344, 1.448884, -3.007758], [1.711255, -1.450292, 1.596055], [1.432636, 0.937649, 1.361090], [1.694852, 0.139533, 3.631323], [1.895607, -2.931401, 1.040633], [-2.076940, 1.296587, -1.588395], [-1.588294, 0.162279, -0.963795], [1.526931, -0.279516, 0.863352], [1.740459, -1.197133, 2.977158], [-0.712118, -0.693194, -1.599682], [-0.567908, -1.686598, -3.493483], [-1.431919, 0.246894, -4.757815], [-2.004808, 2.473740, -3.474848], [2.118685, -3.637571, 1.962660], [-0.070412, -1.356266, -0.954949], [1.887855, 0.119373, 4.725094], [-1.964774, -0.148471, 0.027833], [1.606850, -0.245330, -0.280355], [-3.751246, 2.207035, -0.685684], [2.602874, -2.992332, 0.267235], [1.862920, -2.024010, 3.760176], [1.522956, 1.796622, 0.643956], [0.904038, -3.239063, 0.717197], [-2.371166, 3.356946, -1.406162], [1.699488, 2.248864, 3.218643], [-2.319839, 2.267856, 0.188287]],
  "atomic_forces_ev_per_a": [[0.872, -4.100, 2.158], [0.068, -0.988, 0.750], [-2.705, 3.823, -1.178], [2.231, -0.223, 0.686], [-0.429, 1.050, 1.469], [0.240, -0.791, 1.492], [0.600, 5.487, 1.709], [-0.207, -0.869, -3.439], [-1.559, 0.946, 3.792], [1.719, -1.821, -3.254], [-0.122, -0.052, 1.029], [0.735, -2.670, -4.036], [0.174, 0.733, 2.671], [-1.265, -1.474, -0.777], [-0.161, 0.796, -0.101], [-0.058, 0.295, -0.813], [-0.056, -1.600, 0.465], [-0.056, 1.488, -2.014], [-1.092, 0.194, -1.236], [-0.366, 0.535, -0.974], [0.819, 0.896, -0.048], [-0.200, -0.640, 1.732], [0.832, 0.506, -0.577], [0.959, -0.176, -0.900], [-0.097, 0.900, -1.543], [-0.540, -0.894, 0.634], [0.031, -0.191, -0.423], [-0.904, -2.076, 2.087], [-0.445, 0.322, -0.761], [0.981, 0.594, 1.403]]
}



(5)
{
  "formula": "C14H16",
  "method": "ωB97M-V/def2-TZVPD",
  "energy_ha": -542.71653,
  "spin_multiplicity": 2,
  "orbital_gap_ha": [0.27416, 0.12039],
  "lumo_energy_ev": [-4.130, -8.239],
  "charge": 1,
  "e_above_lowest_kcal_mol": 23.24,
  "symbols": ["C", "C", "C", "C", "C", "C", "C", "C", "C", "C", "C", "C", "C", "C", "H", "H", "H", "H", "H", "H", "H", "H", "H", "H", "H", "H", "H", "H", "H", "H"],
  "coordinates": [[-1.075985, 2.056571, 3.607830], [-0.014137, -2.394092, -3.639699], [0.702177, -0.085627, -3.420615], [0.917564, -1.183194, 3.145617], [0.942905, 0.035123, 1.128712], [-0.524466, 1.457421, -2.005460], [0.090300, -0.274322, 3.763830], [-0.109597, -1.129656, -2.857084], [-1.312387, 0.421617, -1.467521], [-1.076909, -0.864505, -1.915529], [0.185216, 1.016183, 1.749805], [1.329557, -1.124187, 1.789282], [0.460542, 1.202157, -2.985995], [-0.233287, 0.929349, 3.113261], [-0.544629, 2.482815, -1.646098], [1.454449, -0.271464, -4.170993], [2.075132, -1.814716, 1.454936], [-2.018532, 0.579092, -0.652825], [-1.807146, -1.584265, -1.611773], [1.323916, 0.411658, 0.173949], [-1.248015, 2.055699, 4.674570], [-0.657017, 3.006641, 3.260160], [0.925392, 2.105955, -3.389380], [0.102169, 1.902344, 1.116590], [-0.946681, -2.713557, -4.197496], [0.122487, -3.253524, -2.941470], [0.694463, -2.482937, -4.469348], [-0.320203, -0.335098, 4.763474], [-2.062361, 2.009694, 3.111964], [1.222143, -2.120380, 3.650483]],
  "atomic_forces_ev_per_a": [[-0.574, 0.075, -0.407], [-1.116, -1.910, 0.071], [-0.157, 1.985, 1.196], [0.434, -2.447, -0.804], [0.436, 0.506, -0.352], [0.803, 0.356, 0.125], [-0.547, 2.032, -0.084], [0.999, -0.735, -3.351], [0.388, -0.996, 0.337], [-1.577, 1.222, 1.184], [0.304, -0.059, 0.790], [-0.483, 1.568, 1.742], [-0.039, -0.024, -0.597], [0.232, -0.628, -2.373], [-0.476, -0.182, 0.117], [-0.022, -0.260, -0.006], [0.009, -0.335, -0.449], [-0.007, 0.178, -0.455], [0.154, -0.802, 0.232], [0.114, -0.961, -0.067], [0.120, 0.091, 0.256], [0.078, -0.081, 0.400], [0.257, -0.648, -0.063], [-0.512, 0.197, 0.683], [0.278, 0.739, 0.994], [0.054, 0.405, -0.352], [0.458, 0.627, 0.678], [0.426, -0.624, 0.177], [0.239, -0.104, 0.300], [-0.272, 0.814, 0.079]]
}



(6)
{
  "formula": "C14H16",
  "method": "ωB97M-V/def2-TZVPD",
  "energy_ha": -542.74219,
  "spin_multiplicity": 2,
  "orbital_gap_ha": [0.27727, 0.13624],
  "lumo_energy_ev": [-4.247, -8.059],
  "charge": 1,
  "e_above_lowest_kcal_mol": 7.14,
  "symbols": ["C", "C", "C", "C", "C", "C", "C", "C", "C", "C", "C", "C", "C", "C", "H", "H", "H", "H", "H", "H", "H", "H", "H", "H", "H", "H", "H", "H", "H", "H"],
  "coordinates": [[1.855592, 0.835677, -0.172135], [-2.945688, 1.635652, 0.965903], [1.722827, 2.285551, -0.419666], [2.031552, 0.442807, 1.204894], [2.567781, -1.303794, -0.944412], [2.456943, -0.829502, 1.457126], [-2.041162, -0.720355, 1.066380], [-1.552514, -1.857779, 0.478749], [-1.965226, -0.935920, -1.658127], [-1.427158, -1.968484, -0.919495], [-2.473030, 0.384642, 0.318217], [-2.491696, 0.215929, -1.062900], [2.090595, -0.048355, -1.243068], [2.839324, -1.671562, 0.395055], [-1.122636, -2.603060, 1.132672], [-3.960376, 1.934848, 0.687052], [1.227006, 2.418319, -1.384971], [-2.438495, 2.589144, 0.775009], [-2.797946, 1.018068, -1.723616], [-1.010948, -2.835079, -1.411479], [-1.961693, -0.978622, -2.739568], [1.947388, 0.188685, -2.285325], [2.705123, 2.779636, -0.485976], [1.252578, 2.841280, 0.384157], [1.784071, 1.125489, 2.003158], [2.666916, -2.048117, -1.717748], [-2.878184, 1.460606, 2.043426], [-2.091652, -0.617042, 2.146457], [2.751689, -1.101806, 2.463928], [3.259023, -2.636856, 0.646299]],
  "atomic_forces_ev_per_a": [[0.884, 1.703, 0.728], [-0.406, 0.658, 0.864], [-0.385, 0.010, -0.604], [-0.565, -1.237, -0.569], [-0.493, 0.271, -0.277], [1.119, 0.720, 0.557], [-0.351, 1.175, 0.362], [1.125, -0.508, -0.524], [-0.086, 0.510, -0.447], [-0.689, 0.307, 0.938], [0.012, -0.484, -1.022], [0.730, -0.106, -0.209], [0.336, -1.694, 0.267], [-0.714, -0.062, 0.231], [-0.201, -0.345, -0.039], [-0.177, -0.602, 0.175], [0.004, 0.391, 0.157], [0.699, -0.504, -0.271], [-0.241, 0.036, 0.122], [0.031, -0.110, 0.132], [0.013, -0.092, -0.060], [-0.232, 0.458, 0.045], [0.146, -0.408, -0.203], [-0.435, -0.162, 0.092], [0.102, 0.158, -0.039], [0.354, 0.027, -0.175], [-0.369, 0.361, -0.009], [0.108, -0.258, -0.011], [-0.398, -0.182, 0.015], [0.078, -0.029, -0.224]]
}